Record 1
ORCA calculation (the ωB97M-V functional and the def2-TZVPD basis) on a molecular structure, C31H39F3FeN6O4PS.

As for the total charge: +2. The value obtained for the HOMO energy (spin up / spin down) is -13.3 / -13.7 eV. For the lowest unoccupied orbital energy (spin up / spin down), the calculation gives -4.831 / -7.528 eV. Its gap between HOMO and LUMO (spin up / spin down) is 0.3112 / 0.2280 hartree. Its spin multiplicity is 6.

```
86
Properties=species:S:1:pos:R:3:lowdin_charge:R:1
Fe -0.301 -0.609 0.996 0.791
S 1.354 -1.215 -0.898 0.764
P -0.378 1.833 -0.492 1.168
F -2.719 -2.941 -2.487 0.150
F -3.959 -1.225 -2.054 0.164
F -4.071 -2.990 -0.800 0.184
O -2.198 -0.436 -0.252 -0.075
O -1.248 -2.422 -0.209 -0.032
O 0.595 -0.424 4.259 0.076
O 1.600 -0.780 2.260 -0.172
N -1.597 -1.564 2.412 0.009
N -0.561 1.293 2.334 0.054
N 1.020 -3.688 -1.842 0.031
N -2.545 -2.902 3.836 0.133
N 3.846 -1.378 3.100 0.188
N 0.012 -2.070 -3.071 0.037
C 3.537 2.149 -1.592 -0.052
C -2.420 4.508 2.582 -0.038
C -1.039 3.586 -4.114 -0.057
C -0.247 -3.563 3.085 0.019
C -1.438 -2.672 3.103 -0.357
C -2.970 2.248 -3.578 -0.045
C 2.867 -1.147 4.211 -0.023
C -0.416 3.176 -2.945 -0.081
C 3.310 3.226 0.549 -0.063
C 2.184 1.856 -1.593 -0.146
C -1.702 4.177 0.313 -0.039
C -2.329 4.958 1.271 -0.045
C -2.364 1.838 -2.401 -0.085
C -1.139 2.959 0.684 -0.300
C -1.857 3.294 2.953 -0.004
C 1.750 -4.277 -0.721 -0.250
C 0.719 -2.403 -2.000 -0.681
C -2.304 3.116 -4.437 -0.047
C 1.529 -0.737 3.556 -0.633
C -3.250 -2.207 -1.495 -0.547
C 3.249 -4.344 -0.975 -0.078
C 4.104 2.823 -0.517 -0.055
C -1.205 2.528 2.002 -0.310
C -1.083 2.301 -2.084 -0.367
C 1.375 2.269 -0.530 -0.367
C 0.385 -0.188 -4.634 -0.048
C -2.855 -1.068 2.711 -0.107
C -0.423 -0.737 -3.468 -0.244
C -2.139 -1.649 -0.576 -0.572
C 1.952 2.950 0.547 -0.080
C -3.455 -1.894 3.600 -0.040
H -1.917 2.952 3.980 0.125
H 1.348 -5.278 -0.573 0.127
H -3.961 1.888 -3.824 0.119
H -0.809 0.930 3.251 0.085
H 0.566 3.557 -2.697 0.109
H 0.040 0.818 -4.880 0.073
H -2.689 -3.687 4.448 0.173
H 0.480 -3.173 2.374 0.056
H -2.781 3.436 -5.356 0.118
H 0.266 -0.814 -5.520 0.086
H 4.155 1.846 -2.427 0.118
H 3.746 3.768 1.379 0.113
H 3.197 -0.363 4.886 0.143
H 4.244 -2.313 3.092 0.168
H 1.447 -0.149 -4.385 0.078
H -1.479 -0.797 -3.735 0.124
H -0.267 -2.816 -3.691 0.160
H 2.710 -2.056 4.786 0.140
H 3.187 -1.222 2.278 0.127
H 5.165 3.037 -0.513 0.115
H -2.756 5.911 0.990 0.119
H -0.338 -0.097 -2.603 0.040
H 0.695 -4.331 -2.549 0.161
H 4.605 -0.702 3.086 0.170
H -0.522 -4.573 2.781 0.099
H -2.931 5.110 3.323 0.120
H 1.332 3.311 1.361 0.105
H 3.747 -4.828 -0.133 0.078
H -4.426 -1.867 4.062 0.127
H -3.232 -0.166 2.257 0.113
H 3.664 -3.344 -1.101 0.060
H -2.875 1.164 -1.726 0.091
H 1.751 1.321 -2.429 0.078
H 3.462 -4.928 -1.871 0.083
H -0.529 4.276 -4.775 0.118
H 0.450 1.414 2.330 0.075
H 0.207 -3.619 4.077 0.093
H -1.657 4.513 -0.715 0.116
H 1.529 -3.686 0.164 0.068
```

Record 2
ORCA calculation (the ωB97M-V functional and the def2-TZVPD basis) on a molecular structure, C31H39IrN6O4SSi2 at a distorted geometry.

As for the total charge: +2. The value obtained for the HOMO energy (spin up / spin down) is -11.9 / -14.0 eV. For the lowest unoccupied orbital energy (spin up / spin down), the calculation gives -5.867 / -7.589 eV. Its gap between HOMO and LUMO (spin up / spin down) is 0.2231 / 0.2362 hartree. Its spin multiplicity is 5. The calculation puts the relative energy (zero: lowest compared OMol25 entry of this formula, charge and spin) at 12.87 kcal/mol.

```
84
Properties=species:S:1:pos:R:3:lowdin_charge:R:1
Ir 0.546 -0.054 -0.572 1.233
S -1.406 0.130 -2.102 0.638
Si 1.720 -2.960 -1.570 0.467
Si -0.933 -3.079 0.268 0.442
O 3.527 0.715 6.123 0.105
O 5.174 -0.551 5.539 0.124
O -5.110 4.990 -1.014 -0.030
O -2.882 3.656 0.563 0.042
N 0.761 0.464 1.714 0.014
N 4.170 0.084 5.309 -0.333
N -2.895 5.564 -0.635 0.111
N -3.750 0.710 -0.888 0.092
N 0.709 2.348 -0.735 -0.059
N 2.748 0.325 -0.131 -0.020
C 3.082 0.249 1.177 -0.152
C 0.008 0.665 3.961 0.007
C 3.731 0.131 3.898 -0.048
C 4.708 0.015 2.974 0.090
C 0.996 4.293 -2.093 -0.010
C 1.279 0.465 4.442 0.054
C 5.418 0.072 0.597 0.043
C -4.267 5.864 -0.289 -0.222
C -1.786 -3.712 -1.289 -0.174
C 3.459 -3.060 -0.829 -0.159
C -0.956 4.082 -0.737 -0.080
C -2.084 -1.891 1.201 -0.185
C -2.320 4.428 -0.216 -0.423
C 4.419 0.101 1.583 -0.109
C 2.347 0.314 3.535 -0.037
C -0.462 -4.488 1.419 -0.163
C 1.205 -4.705 -2.036 -0.168
C -5.184 -1.157 -2.245 0.002
C -5.083 0.637 -0.697 -0.024
C 2.036 0.337 2.157 -0.135
C 1.406 3.056 -1.629 -0.106
C 0.687 -2.113 -0.144 -0.512
C 5.059 0.188 -0.725 -0.007
C -3.828 -1.039 -2.454 -0.077
C 3.707 0.300 -1.043 -0.124
C -0.212 4.811 -1.660 0.031
C -0.428 2.882 -0.281 -0.123
C -3.087 -0.079 -1.757 -0.667
C 1.625 -1.856 -3.117 -0.194
C -0.211 0.645 2.588 -0.112
C -5.834 -0.294 -1.356 -0.013
H 1.455 0.447 5.504 0.120
H -5.749 -1.914 -2.774 0.132
H 2.336 2.620 -1.974 0.107
H 0.193 -5.213 0.932 0.026
H 4.201 -3.198 -1.619 0.047
H 0.052 -4.121 2.310 0.038
H 6.456 -0.031 0.886 0.140
H -3.315 -1.664 -3.167 0.113
H -1.627 -4.785 -1.407 0.041
H 5.730 -0.126 3.301 0.146
H -2.471 6.095 -1.376 0.136
H 0.932 -5.301 -1.164 0.026
H 3.734 -2.174 -0.256 -0.004
H -3.270 1.441 -0.348 0.141
H -0.818 0.833 4.637 0.128
H -5.491 1.363 -0.009 0.147
H 2.042 -5.209 -2.523 0.051
H -5.982 5.390 -1.108 0.099
H -0.541 5.773 -2.030 0.125
H 2.556 -1.901 -3.688 0.042
H -4.453 6.906 -0.544 0.137
H 0.825 -2.186 -3.782 0.038
H 1.299 -2.218 0.762 0.004
H -2.862 -3.547 -1.233 0.027
H 5.801 0.199 -1.510 0.129
H -3.097 -2.297 1.256 0.043
H 3.523 -3.926 -0.167 0.047
H -1.212 0.770 2.194 0.110
H -6.901 -0.347 -1.204 0.126
H 3.394 0.369 -2.079 0.116
H -1.733 -1.752 2.226 0.027
H 1.612 4.842 -2.791 0.124
H -4.386 5.716 0.785 0.132
H -1.409 -3.218 -2.187 0.017
H 0.367 -4.725 -2.734 0.031
H 1.435 -0.803 -2.887 -0.040
H -1.356 -5.022 1.749 0.046
H -0.948 2.346 0.498 0.086
H -2.132 -0.915 0.715 -0.028
```

Record 3
ORCA calculation (the ωB97M-V functional and the def2-TZVPD basis) on a molecular structure, C31H39LiN2.

The value obtained for the HOMO energy is -6.9 eV. For the lowest unoccupied orbital energy, the calculation gives 0.321 eV. Its gap between HOMO and LUMO is 0.2661 hartree.

```
73
Properties=species:S:1:pos:R:3:lowdin_charge:R:1
N 0.130 0.313 -1.483 -0.008
N 0.465 0.396 1.419 0.007
C -2.377 3.617 -0.824 -0.106
C 3.459 0.485 0.842 -0.061
C 3.087 -0.730 1.704 -0.359
C 0.514 -1.269 -4.824 -0.044
C -0.173 1.507 1.229 -0.106
C -1.899 1.694 4.428 -0.060
C 0.004 0.133 3.833 -0.131
C 0.870 0.061 2.732 -0.160
C -1.946 -1.689 -1.332 -0.375
C -1.650 1.785 -2.237 -0.035
C -1.488 0.406 3.716 -0.382
C 0.724 -0.392 -3.765 -0.144
C 1.834 -0.547 5.272 -0.073
C 0.522 -0.156 5.096 -0.039
C 2.949 0.487 -2.887 -0.068
C 2.648 -0.711 4.160 -0.038
C -0.089 -0.502 -2.622 -0.202
C -2.419 2.895 -2.030 -0.081
C -1.080 -1.498 -2.563 -0.145
C -3.431 -1.512 -1.652 -0.056
C -0.468 -2.244 -4.778 -0.081
C -0.769 1.987 0.016 -0.139
C 2.181 -0.431 2.886 -0.145
C -1.253 -2.354 -3.646 -0.044
C -2.292 -0.783 4.251 -0.060
C 1.318 2.080 -3.942 -0.054
C -1.566 3.143 0.172 -0.060
C 2.573 -1.937 0.890 -0.059
C -1.691 -3.049 -0.682 -0.057
C 1.829 0.640 -3.915 -0.367
C -0.732 1.304 -1.250 -0.277
Li 1.236 -0.303 -0.139 0.545
H 4.032 -1.067 2.139 0.128
H -2.985 4.499 -0.680 0.093
H -0.130 -0.084 5.958 0.110
H 2.273 0.439 -4.896 0.123
H -3.773 -2.262 -2.368 0.074
H 2.606 0.996 0.389 0.046
H 3.136 -2.065 -0.037 0.086
H -3.627 -0.527 -2.075 0.075
H -3.072 3.230 -2.828 0.105
H 3.949 1.242 1.454 0.094
H -4.032 -1.620 -0.748 0.078
H -3.358 -0.623 4.087 0.080
H 1.500 -1.905 0.660 0.049
H 2.132 2.762 -4.197 0.079
H 3.814 1.089 -3.173 0.082
H -2.969 1.872 4.307 0.082
H 0.528 2.206 -4.684 0.084
H -0.322 2.169 2.086 0.120
H 3.664 -1.067 4.282 0.111
H 2.675 -2.852 1.472 0.093
H -0.612 -2.915 -5.615 0.099
H -1.743 0.503 2.661 0.117
H -1.694 1.270 -3.188 0.115
H -1.672 -0.923 -0.605 0.113
H -2.016 -3.123 -3.595 0.108
H 2.213 -0.758 6.263 0.103
H 0.920 2.380 -2.974 0.067
H 4.145 0.192 0.046 0.082
H 1.137 -1.175 -5.706 0.107
H 3.275 -0.552 -2.802 0.084
H -0.635 -3.187 -0.441 0.072
H -1.691 1.630 5.498 0.078
H -1.364 2.563 4.044 0.071
H -2.139 -0.922 5.323 0.074
H 2.618 0.837 -1.911 0.039
H -1.983 -3.866 -1.345 0.077
H -2.266 -3.148 0.240 0.077
H -2.004 -1.708 3.750 0.084
H -1.545 3.644 1.133 0.107
```